[1]
ORCA calculation (wB97M-V/def2-TZVPD) on a molecular structure, C36H65Cl2F2MgN6O12PS.

Last column: Löwdin charge in e.
Atoms and positions in Å:
C  -5.0112  -2.5672  1.4756  -0.178
N  -4.0850  -2.1752  2.6043  -0.117
C  -3.4639  -0.7936  2.3867  -0.136
C  -1.8014  -0.9799  2.4105  -0.247
C  -1.2366  -1.4854  0.9551  0.028
C  -2.1274  -1.3922  -0.4587  0.096
C  -1.3677  -1.9037  -1.8037  -0.031
N  0.0041  -2.4487  -2.0163  -0.003
C  0.8379  -2.6040  -0.7903  -0.109
C  0.2500  -2.1464  0.6625  0.068
O  -1.6874  -1.9494  3.5533  -0.046
C  -1.8319  -1.2423  4.8706  -0.222
O  -2.2419  -1.7649  6.0347  -0.014
C  -1.4652  0.3487  4.7007  -0.289
P  -2.7129  1.6966  5.2154  0.876
C  -2.9267  2.9811  3.7672  -0.237
O  -1.9666  2.6782  6.4920  -0.542
C  -1.0073  0.3130  3.1145  -0.190
C  0.6163  0.2869  3.2370  -0.079
C  1.2967  1.3792  2.0039  -0.146
C  1.4446  3.0271  2.5290  -0.006
O  2.7002  1.9821  2.3370  -0.260
H  -5.6418  -1.6803  1.0457  0.074
H  -4.3302  -3.1018  0.6567  0.064
H  -5.7030  -3.4400  1.9015  0.082
H  -4.6433  -2.1187  3.5095  0.090
H  -3.8507  -0.1404  3.3076  0.122
H  -3.8502  -0.2387  1.4338  0.056
H  -3.2254  -0.9935  -0.4998  0.002
H  -2.0270  -1.8197  -2.7980  0.122
H  1.9340  -3.0305  -0.8902  0.126
H  0.9864  -2.3115  1.5861  0.106
H  -0.6187  0.4779  5.5321  0.140
H  -1.8366  3.3296  3.4358  0.074
H  -3.5060  2.5086  2.8463  0.087
H  -3.4700  3.9575  4.1849  0.071
H  -2.4932  3.5480  6.4441  0.001
H  -1.2160  1.2398  2.4301  0.145
H  1.1361  -0.7445  3.0849  0.107
H  1.0671  0.7958  4.1928  0.094
H  0.9762  1.1773  0.8074  0.167
H  2.0558  3.7909  1.8873  0.108
H  1.3757  3.1307  3.7055  0.058
C  5.7867  1.8786  -4.4536  -0.076
C  6.2180  0.5276  -3.9128  -0.167
N  5.1005  -0.4027  -3.7017  -0.034
C  3.8621  -0.1110  -3.1443  0.002
C  3.1543  -1.2794  -3.1149  -0.009
N  3.9845  -2.2616  -3.6256  -0.088
C  5.1588  -1.7161  -3.9766  0.035
C  3.6622  -3.6765  -3.7594  0.023
H  5.1614  2.4142  -3.7316  0.061
H  6.6611  2.5014  -4.6608  0.086
H  5.2132  1.7648  -5.3780  0.086
H  6.7387  0.6434  -2.9564  0.136
H  6.9140  0.0628  -4.6205  0.111
H  3.6352  0.8961  -2.8408  0.123
H  2.1637  -1.5406  -2.7839  0.084
H  6.0065  -2.2453  -4.3963  0.156
H  4.3601  -4.2566  -3.1497  0.109
H  3.7584  -3.9649  -4.8102  0.109
H  2.6399  -3.8669  -3.4222  0.095
F  0.5261  -4.7236  -0.8781  -0.413
C  -5.0228  -2.8357  -2.4183  -0.992
Cl  -5.1783  -1.2458  -1.6614  0.599
Cl  -5.9131  -4.0628  -1.5092  0.527
H  -5.4217  -2.7866  -3.4344  0.007
H  -3.9663  -3.1130  -2.4496  0.012
Mg  -3.6589  2.3394  7.3067  0.745
C  2.8346  2.1430  6.7209  -0.060
C  1.7090  3.0893  6.3363  -0.197
N  0.7753  3.8744  6.0172  0.096
H  2.7922  1.9294  7.7925  0.081
H  2.7390  1.2052  6.1669  0.072
H  3.8008  2.5981  6.4866  0.085
C  -7.3379  -3.5876  4.8921  -0.302
O  -6.3925  -3.4731  4.1222  -0.003
N  -8.4740  -4.3324  4.6583  -0.206
C  -9.5503  -4.4167  5.6227  -0.067
C  -8.5969  -5.0543  3.4085  -0.045
H  -7.3476  -3.0803  5.8708  0.129
H  -9.6873  -5.4635  5.9090  0.090
H  -10.4678  -4.0386  5.1627  0.089
H  -9.3268  -3.8266  6.5156  0.083
H  -7.7655  -5.7604  3.3219  0.096
H  -8.5421  -4.3426  2.5793  0.095
H  -9.5458  -5.5959  3.3670  0.088
C  9.5842  -3.6287  -3.7827  -0.061
C  8.6856  -2.8418  -4.7211  -0.796
O  8.6481  -1.5970  -4.5142  -0.111
O  8.0896  -3.5372  -5.5906  -0.106
H  10.0711  -2.9728  -3.0546  0.057
H  8.9930  -4.3711  -3.2384  0.060
H  10.3599  -4.1440  -4.3570  0.066
C  7.1987  7.4557  0.6260  -0.109
O  6.8965  6.6688  1.7747  -0.196
C  5.6595  7.0503  2.3850  -0.194
C  4.5223  6.1042  1.9816  -0.201
O  4.2308  6.2009  0.5833  -0.199
C  4.8198  5.1429  -0.1665  -0.108
H  7.9776  6.9432  0.0558  0.091
H  6.3309  7.5935  -0.0208  0.082
H  7.5803  8.4316  0.9411  0.087
H  5.4103  8.0914  2.1411  0.126
H  5.8033  6.9855  3.4676  0.121
H  3.6149  6.4013  2.5166  0.120
H  4.7520  5.0690  2.2606  0.123
H  4.2313  4.2306  -0.0381  0.078
H  5.8556  4.9560  0.1295  0.086
H  4.8061  5.4235  -1.2238  0.090
O  -4.9965  -1.1918  -5.4695  -0.293
S  -4.1451  -1.4844  -6.6026  0.620
O  -2.7462  -1.8245  -6.4456  -0.290
O  -4.2718  -0.2752  -7.6876  -0.265
C  -4.0199  1.0549  -7.2579  -0.276
C  -2.5336  1.3165  -7.1007  -0.078
C  -4.9187  -2.7464  -7.5819  -0.120
H  -4.5608  1.2724  -6.3309  0.119
H  -4.4198  1.7217  -8.0292  0.124
H  -2.1162  0.7316  -6.2757  0.069
H  -2.3460  2.3737  -6.8926  0.081
H  -1.9911  1.0294  -8.0071  0.086
H  -5.9634  -2.4767  -7.7469  0.076
H  -4.8563  -3.6868  -7.0301  0.078
H  -4.3844  -2.8360  -8.5296  0.076
F  -4.3476  0.9827  0.2814  -0.677

## Properties
DFT total energy = -127917.3360 eV
Kohn-Sham gap = 1.500 eV
highest occupied orbital energy = -6.81 eV
spin multiplicity = 1
LUMO energy = -5.31 eV

[2]
ORCA calculation (wB97M-V/def2-TZVPD) on a gas-phase ion, C5H4N (charge +1).

Last column: Löwdin charge in e.
Atoms and positions in Å:
C  -0.4382  0.3934  -0.2453  0.096
C  0.2484  1.4781  0.1623  -0.116
C  1.6271  1.4148  -0.1033  0.164
C  2.5506  0.5024  -0.0266  0.089
C  2.2265  -0.7744  -0.0008  -0.053
N  1.2532  -1.4246  0.0918  0.268
H  -1.3574  0.3362  0.1982  0.066
H  0.0067  -0.2663  -1.0887  0.137
H  -0.2033  2.2888  0.9022  0.183
H  0.8550  -2.3382  -0.1439  0.168

## Properties
charge = +1
DFT total energy = -6725.6999 eV
Kohn-Sham gap = 8.996 eV
highest occupied orbital energy = -15.26 eV
spin multiplicity = 1
LUMO energy = -6.26 eV

[3]
ORCA calculation (wB97M-V/def2-TZVPD) on C5H11N3OS in the gas phase.

Last column: Löwdin charge in e.
Atoms and positions in Å:
C  0.1479  0.9977  1.3061  -0.451
C  1.7409  -0.5091  -0.0031  -0.928
C  -1.0473  -1.8026  -0.6027  -0.075
C  -0.2447  0.0668  -2.1063  -0.059
C  -0.6166  -0.3408  -0.6931  -0.402
N  1.1662  1.3249  2.1222  0.119
N  0.4181  0.1330  0.3123  0.048
N  -1.0755  1.4765  1.4983  0.176
O  1.8547  -1.5883  -0.4795  -0.024
S  3.1422  0.4604  0.2250  0.614
H  -0.0466  -2.4383  -0.7103  0.116
H  -1.5090  -2.0779  0.3388  0.068
H  -1.7442  -2.0798  -1.3966  0.076
H  -0.1072  1.1595  -2.2490  0.087
H  -1.1229  -0.2635  -2.7825  0.111
H  0.7414  -0.4409  -2.3336  0.097
H  -1.6597  0.0201  -0.5691  0.118
H  2.1196  1.1225  1.6547  -0.070
H  0.8852  2.0113  2.8567  0.130
H  -1.1420  1.7821  2.4834  0.130
H  -1.9003  0.9861  1.1283  0.120

## Properties
DFT total energy = -22715.7634 eV
Kohn-Sham gap = 7.890 eV
highest occupied orbital energy = -7.76 eV
spin multiplicity = 1
LUMO energy = 0.13 eV

[4]
ORCA calculation (wB97M-V/def2-TZVPD) on a molecular structure, C5H9Cl3FN2O7Pd.

Last column: Löwdin charge in e.
Atoms and positions in Å:
Pd  -10.7607  -4.3645  -12.9735  0.507
Cl  -11.7195  -6.6176  -14.1041  -0.479
Cl  -8.2163  -5.3623  -13.2486  -0.467
Cl  -10.0247  -2.0447  -12.4641  -0.355
C  -11.2099  -3.7805  -17.4901  0.032
N  -11.2064  -3.2282  -16.1126  -0.403
O  -11.9294  -2.2949  -16.0508  0.094
O  -10.4924  -3.7735  -15.2319  -0.123
H  -11.6970  -4.7478  -17.3675  0.103
H  -10.1455  -3.9912  -17.5940  0.094
H  -11.4205  -3.2131  -18.3966  0.095
C  -14.8455  -2.9270  -11.7919  0.044
N  -14.0555  -3.1740  -13.0028  -0.404
O  -12.9015  -3.5118  -12.8560  -0.083
O  -14.5307  -2.9639  -14.1131  0.069
H  -15.0446  -3.8393  -11.2296  0.104
H  -15.7286  -2.3637  -12.0932  0.096
H  -14.2424  -2.3497  -11.0911  0.104
C  -10.6137  -5.4892  -7.3446  -0.037
C  -12.0577  -5.9682  -7.5947  -0.323
O  -12.0356  -6.0677  -9.0145  0.179
C  -11.1291  -5.2943  -9.5115  -0.615
O  -11.0469  -4.9599  -10.6481  0.095
O  -10.4496  -4.7500  -8.5392  0.110
F  -13.0378  -5.2125  -7.1613  0.116
H  -9.8913  -6.3040  -7.2968  0.141
H  -10.5194  -4.9308  -6.4132  0.141
H  -12.1839  -6.9228  -7.0839  0.163

## Properties
charge = -1
DFT total energy = -66403.8884 eV
expectation value of S² = 2.006
Kohn-Sham gap (alpha / beta) = 6.780 / 6.901 eV
highest occupied orbital energy (alpha / beta) = -4.55 / -4.67 eV
spin multiplicity = 3
LUMO energy (alpha / beta) = 2.23 / 2.23 eV